1.
Entry from OMol25: a molecular structure, C40H30O8RuS4 in a non-equilibrium geometry (the ωB97M-V functional and the def2-TZVPD basis).

Energy above the lowest of the compared OMol25 structures with the same formula, charge and spin, eV: 0.738
Charge: +2
Max |F|, eV/Å: 2.44
Gap between HOMO and LUMO, eV: 5.0
Molecular weight, g/mol: 868.0

```
83
Properties=species:S:1:pos:R:3:forces:R:3:mulliken_charge:R:1
Ru -0.23219 0.27453 -0.16407 -0.643 0.971 2.141 1.20
O 3.41910 -0.59426 0.86623 -0.067 -0.117 0.770 -0.57
S 2.29916 0.21682 0.61577 -0.059 -0.284 -1.319 1.85
O 1.01249 0.05838 1.43329 0.102 -0.108 -0.456 -0.57
O 1.67828 -0.01482 -0.75238 0.312 0.021 -0.225 -0.51
C 2.80577 1.89945 0.55964 -0.097 0.375 0.110 -0.15
C 4.12685 2.12896 0.88865 -0.030 -0.011 -0.016 -0.57
C 4.67269 3.40645 0.75214 0.014 0.003 0.015 -0.68
C 3.90682 4.43825 0.25963 0.014 0.022 -0.027 -0.67
C 2.56871 4.22299 -0.07230 -0.001 -0.020 0.007 -0.63
C 2.00988 2.96882 0.07798 0.222 -0.109 0.230 -0.15
S 0.27722 2.88541 -0.19395 -0.115 -0.197 -0.166 1.81
O -0.22842 4.17504 -0.43184 -0.180 0.160 0.153 -0.59
O -0.28350 2.05047 0.92980 0.139 0.226 -0.603 -0.45
O -0.03318 1.90039 -1.32576 0.352 -0.345 -0.168 -0.54
H 4.73764 1.30596 1.23159 -0.003 0.012 0.033 0.59
H 5.70281 3.57681 1.03340 0.004 -0.024 -0.026 0.44
H 4.33266 5.42434 0.13505 -0.021 0.002 0.014 0.43
H 1.95597 5.03958 -0.42632 -0.002 0.008 0.008 0.57
C -8.85898 0.57278 0.44899 0.067 -0.040 -0.020 -1.49
C -7.38557 0.28231 0.42387 -0.118 0.048 -0.019 0.88
C -6.86324 -0.81443 1.10281 0.046 -0.065 0.033 -0.98
C -5.50429 -1.08594 1.07792 -0.094 0.083 -0.011 -0.19
C -4.67172 -0.25126 0.33729 -0.244 0.345 0.020 0.41
C -5.16628 0.85789 -0.35233 -0.045 -0.063 0.034 -0.36
C -6.51757 1.11355 -0.29688 -0.020 0.031 -0.024 -0.94
S -3.00615 -0.69876 0.34822 0.423 -0.076 -0.199 0.94
O -2.13619 0.60654 0.49623 -0.194 -0.578 0.210 -0.79
C -2.62363 -0.99301 -1.36889 -0.019 0.244 -0.279 -0.12
C -2.42828 0.13105 -2.22702 0.013 -0.258 0.066 0.19
C -2.21035 -0.10581 -3.55880 0.010 0.021 0.014 -1.55
C -2.17909 -1.42096 -4.07299 -0.080 -0.005 -0.085 0.90
C -1.98927 -1.65469 -5.45899 0.015 0.087 0.084 -1.02
C -1.91818 -2.92676 -5.93691 0.002 -0.218 0.025 -0.71
C -2.00620 -4.03325 -5.05262 0.020 0.093 -0.167 -1.05
C -2.18751 -3.84395 -3.71561 -0.032 0.046 0.091 -0.49
C -2.31159 -2.53142 -3.19434 0.043 -0.048 -0.061 0.96
C -2.52076 -2.28784 -1.81350 -0.206 -0.039 0.082 -0.08
C -2.52724 -3.34911 -0.77295 0.075 -0.036 -0.097 -0.33
C -3.59178 -4.26229 -0.58434 -0.141 0.106 0.023 1.19
C -4.75618 -4.24767 -1.40216 0.143 0.057 -0.005 -0.78
C -5.77810 -5.10955 -1.15070 -0.077 -0.147 0.099 -0.92
C -5.69296 -6.03859 -0.08072 -0.102 0.060 -0.166 -0.69
C -4.59675 -6.06590 0.72435 0.094 -0.005 0.043 -1.03
C -3.52152 -5.16610 0.50740 0.015 -0.039 0.079 0.82
C -2.40850 -5.13306 1.38285 -0.069 -0.096 0.011 -1.07
C -1.39991 -4.22791 1.22097 -0.058 0.033 -0.203 -1.02
C -1.48371 -3.35239 0.11978 0.145 -0.028 0.276 -0.13
S -0.08215 -2.25640 -0.08123 0.422 -0.013 -0.322 1.59
O 0.88475 -2.58884 0.95732 -0.162 0.022 -0.130 -0.71
C 0.51912 -2.72786 -1.67879 0.096 -0.197 0.070 0.67
C 0.88439 -4.06780 -1.77173 0.019 0.041 -0.128 -0.85
C 1.39726 -4.53411 -2.96892 0.011 -0.079 0.060 -1.03
C 1.54887 -3.68972 -4.06712 0.065 -0.018 -0.077 0.82
C 2.10663 -4.19807 -5.36697 -0.043 0.038 0.056 -1.52
C 1.17865 -2.35123 -3.93854 0.015 0.000 -0.010 -1.03
C 0.66812 -1.86152 -2.75095 0.041 -0.013 0.017 0.07
H -9.33441 0.14453 1.32926 0.009 0.009 0.000 0.39
H -9.33832 0.13853 -0.43157 0.010 0.003 0.004 0.31
H -9.05142 1.64432 0.42954 0.011 -0.006 0.014 0.40
H -7.52435 -1.45298 1.67486 0.014 0.008 -0.002 0.41
H -5.09668 -1.92562 1.62862 0.001 0.005 -0.013 0.51
H -4.50769 1.51856 -0.89852 0.002 -0.005 0.015 0.42
H -6.91759 1.97598 -0.81581 -0.002 -0.011 0.025 0.42
H -2.51326 1.13904 -1.84856 -0.012 0.011 -0.009 0.82
H -2.07450 0.72657 -4.23926 -0.020 -0.008 0.006 0.48
H -1.90229 -0.80705 -6.12780 -0.020 -0.005 0.019 0.48
H -1.79186 -3.10053 -6.99756 0.011 -0.015 0.015 0.49
H -1.93213 -5.03762 -5.44935 0.004 0.016 -0.004 0.49
H -2.25157 -4.69167 -3.04519 -0.015 0.013 -0.003 0.62
H -4.82861 -3.54043 -2.21996 0.022 -0.011 0.015 0.53
H -6.66700 -5.08742 -1.76765 0.018 -0.026 0.005 0.48
H -6.50980 -6.72625 0.09456 0.000 0.024 -0.011 0.45
H -4.53413 -6.76725 1.54712 0.009 0.017 -0.008 0.49
H -2.36520 -5.84112 2.20139 -0.036 0.021 0.002 0.46
H -0.54938 -4.19416 1.88606 0.003 0.034 0.000 0.71
H 0.78322 -4.73273 -0.92215 -0.001 0.013 -0.013 0.60
H 1.69305 -5.57287 -3.04849 -0.003 0.015 0.000 0.41
H 2.37837 -5.24952 -5.30489 -0.007 0.004 0.008 0.40
H 2.99386 -3.63129 -5.65195 -0.002 -0.003 0.009 0.38
H 1.37600 -4.07733 -6.16934 -0.001 -0.004 0.007 0.29
H 1.30576 -1.67988 -4.77955 -0.025 -0.009 0.011 0.48
H 0.39051 -0.81778 -2.68878 0.015 0.031 0.046 0.70
```
Forces are in eV/Å.



2.
Entry from OMol25: a molecular structure, C41H40CoNO4PS3Sb in a non-equilibrium geometry (the ωB97M-V functional and the def2-TZVPD basis).

2S+1: 2
Charge: -1
Max |F|, eV/Å: 2.54
Gap between HOMO and LUMO (alpha / beta), eV: 5.7 / 5.6
Molecular weight, g/mol: 918.6

```
92
Properties=species:S:1:pos:R:3:forces:R:3:mulliken_spin:R:1
Co 0.15418 0.37366 -0.28080 -0.128 0.290 0.093 1.03
C -3.64270 5.08873 1.65379 0.042 -0.061 -0.032 0.00
C -2.77072 3.88702 1.91086 -0.003 0.063 -0.007 0.00
C -3.19854 2.85034 2.72715 -0.035 -0.043 -0.022 0.01
C -2.38693 1.74932 2.97536 -0.032 -0.020 -0.077 0.01
C -1.12956 1.68958 2.40367 0.002 0.213 0.220 0.01
C -0.68134 2.72574 1.59055 0.001 -0.080 0.103 0.00
C -1.50031 3.80768 1.33959 -0.038 0.009 -0.042 -0.01
S -0.04667 0.32825 2.77186 0.136 -0.077 0.118 0.00
O -0.64515 -0.36441 3.89290 0.060 -0.020 -0.031 0.00
O 1.25510 0.92101 2.97486 -0.035 -0.032 -0.083 0.01
N -0.00048 -0.59382 1.46283 0.051 -0.607 -0.012 -0.05
C -1.20707 -1.45335 1.33828 0.007 0.723 0.065 -0.01
C -2.25877 -0.75976 0.47162 -0.005 0.233 -0.166 0.00
O -3.44053 -1.07662 0.54067 0.151 -0.060 -0.016 0.00
O -1.76553 0.14454 -0.31361 -0.011 -0.180 0.106 -0.02
H -4.65241 4.93102 2.03267 0.006 0.005 -0.004 0.00
H -3.70654 5.29802 0.58455 -0.015 0.001 0.012 0.00
H -3.23234 5.97745 2.13913 -0.014 0.005 -0.001 0.00
H -4.18670 2.89712 3.17211 0.019 -0.014 -0.010 0.00
H -2.71821 0.93859 3.61006 0.002 0.016 -0.003 0.00
H 0.31943 2.68538 1.17748 -0.008 0.014 -0.044 0.00
H -1.15533 4.60051 0.68491 0.005 -0.014 0.006 0.00
H -1.61513 -1.70129 2.31403 -0.070 -0.129 0.003 0.00
H -0.94444 -2.37160 0.82209 -0.056 0.032 0.068 0.00
S -0.16146 1.92511 -1.98298 -0.344 -0.121 -0.101 -0.03
C 0.70305 1.79305 -3.50455 0.211 0.055 0.063 0.01
C 1.07851 0.58521 -4.10853 -0.007 0.077 0.010 0.00
C 1.80297 0.56693 -5.29286 -0.024 -0.011 0.026 0.00
C 2.15026 1.74822 -5.93524 0.001 -0.001 0.004 0.00
C 1.74514 2.95425 -5.37593 -0.032 0.003 0.022 0.00
C 1.03932 2.97713 -4.18251 0.022 -0.039 -0.013 0.00
H 0.80141 -0.34392 -3.63305 0.025 -0.052 0.027 0.00
H 2.09946 -0.38626 -5.71837 -0.030 0.013 0.010 0.00
H 2.72385 1.72932 -6.85403 -0.027 0.004 0.001 0.00
H 1.98996 3.88892 -5.86877 0.000 -0.008 0.016 0.00
H 0.73761 3.92193 -3.74436 0.033 -0.013 -0.003 0.00
S 0.50516 -1.79181 -1.47800 0.337 0.216 0.048 0.05
Sb 1.59459 -3.17290 -0.03995 -0.433 -0.951 -2.313 0.00
C 0.22192 -4.54261 0.83224 0.547 0.162 1.067 0.00
C 0.49500 -5.26592 1.98522 -0.141 -0.016 -0.105 0.00
C -0.38208 -6.27294 2.37076 -0.010 -0.002 -0.027 0.00
C -1.51534 -6.52807 1.61295 0.036 0.014 -0.004 0.00
C -1.77654 -5.78277 0.46960 -0.006 0.015 -0.035 0.00
C -0.90293 -4.78466 0.06374 -0.093 -0.092 0.034 0.00
C 3.70572 -3.15920 0.18467 -0.268 0.012 1.105 0.00
C 4.43755 -3.15609 -0.99363 0.193 0.092 0.111 0.00
C 5.81320 -3.30540 -0.91773 0.027 0.068 -0.030 0.00
C 6.43661 -3.50005 0.31105 -0.020 -0.002 -0.048 0.00
C 5.69011 -3.52183 1.47739 -0.115 -0.009 0.052 0.00
C 4.31080 -3.33454 1.42133 0.252 -0.035 -0.131 0.00
C 1.98132 -4.80663 -1.44709 -0.061 -0.012 0.079 0.00
C 2.54048 -5.99004 -0.96056 -0.017 0.073 -0.021 0.00
C 2.79496 -7.05754 -1.80765 -0.013 0.032 -0.027 0.00
C 2.49556 -6.95278 -3.16300 0.025 0.010 0.049 0.00
C 1.92592 -5.78791 -3.65103 -0.012 0.051 0.017 0.00
C 1.66849 -4.71834 -2.79461 -0.028 0.001 -0.029 0.00
H 1.37618 -5.05962 2.58001 -0.020 0.015 0.013 0.00
H -0.18021 -6.85200 3.26273 -0.007 0.009 0.012 0.00
H -2.20120 -7.30925 1.91441 -0.011 0.012 0.007 0.00
H -2.66885 -5.97358 -0.11186 -0.004 -0.003 -0.002 0.00
H -1.09493 -4.20351 -0.83181 -0.030 0.018 0.032 0.00
H 3.94898 -3.03566 -1.95186 -0.002 -0.012 -0.011 0.00
H 6.40070 -3.27100 -1.82641 0.004 -0.038 0.010 0.00
H 7.50947 -3.63943 0.35355 -0.008 0.018 -0.003 0.00
H 6.17139 -3.68548 2.43331 0.010 0.038 -0.003 0.00
H 3.73032 -3.31648 2.33496 -0.002 0.016 0.002 0.00
H 2.78513 -6.08472 0.09518 -0.014 -0.011 -0.041 0.00
H 3.22059 -7.97254 -1.41277 0.025 0.019 -0.012 0.00
H 2.71232 -7.77615 -3.83278 -0.050 -0.012 0.017 0.00
H 1.67204 -5.70668 -4.70160 0.030 0.011 0.013 0.00
H 1.21734 -3.80776 -3.17700 0.011 -0.023 0.012 0.00
C 2.67610 2.82390 -0.83258 -0.012 0.052 0.185 -0.01
P 2.37909 1.12256 -0.19844 0.125 0.188 -0.233 -0.01
C 3.42799 0.24837 -1.41017 0.027 0.059 -0.063 0.00
C 3.52108 1.16042 1.24346 -0.015 -0.129 -0.026 0.00
C 4.36947 0.09279 1.51194 0.030 0.005 0.004 0.00
C 5.26087 0.13786 2.57773 -0.016 -0.003 0.002 0.00
C 5.31203 1.25691 3.39241 -0.060 0.028 0.004 0.00
C 4.46613 2.33006 3.13378 0.027 -0.026 -0.016 0.00
C 3.57904 2.27899 2.07234 0.004 0.013 -0.007 0.00
H 1.93358 3.53091 -0.46536 0.004 -0.013 0.007 0.00
H 2.59576 2.79687 -1.91750 -0.060 0.024 0.003 0.00
H 3.67827 3.14721 -0.54459 -0.003 -0.016 -0.022 0.00
H 4.41163 0.71997 -1.46466 -0.006 -0.012 0.016 0.00
H 2.93555 0.30679 -2.38071 -0.020 -0.025 0.010 0.00
H 3.54320 -0.79591 -1.14774 -0.015 -0.078 -0.021 0.00
H 4.34967 -0.79005 0.88574 0.026 0.102 0.018 0.00
H 5.92093 -0.70285 2.76240 -0.039 0.006 -0.002 0.00
H 5.99690 1.29210 4.23106 0.014 0.016 -0.026 0.00
H 4.49617 3.20964 3.76512 -0.023 -0.023 0.015 0.00
H 2.91011 3.11408 1.89939 0.021 -0.019 0.010 0.00
```
Forces are in eV/Å.



Which of these has the highest charge? C40H30O8RuS4